(1)
ORCA calculation (ωB97M-V/def2-TZVPD) on 11 unconnected molecules or ions with the total composition CH23O11 at a distorted geometry.

XYZ file:
```
35
Properties=species:S:1:pos:R:3
C -13.983 -6.058 -7.118
O -12.870 -5.472 -6.661
H -14.171 -5.597 -8.012
H -14.795 -5.931 -6.452
H -13.846 -7.115 -7.127
O -13.487 -9.110 -4.661
H -12.840 -8.447 -4.855
H -14.354 -8.745 -4.555
O -14.950 -6.797 -3.498
H -13.981 -6.843 -3.608
H -15.246 -6.209 -4.159
O -13.407 -3.186 -5.452
H -13.243 -4.016 -5.920
H -12.812 -3.259 -4.718
O -11.903 -6.357 -4.540
H -12.300 -6.107 -5.398
H -11.225 -5.700 -4.389
O -13.267 -8.730 -9.051
H -13.914 -8.235 -8.492
H -12.956 -8.156 -9.777
O -12.321 -3.966 -8.905
H -12.654 -4.753 -8.484
H -12.142 -3.527 -8.136
O -16.352 -4.255 -4.837
H -15.847 -4.579 -5.584
H -16.663 -3.401 -5.129
O -11.389 -7.486 -7.546
H -12.042 -7.901 -8.087
H -11.978 -6.879 -7.089
O -10.255 -4.475 -6.416
H -11.010 -4.957 -6.596
H -9.927 -4.241 -7.280
O -15.246 -3.329 -8.539
H -14.385 -3.746 -8.583
H -15.120 -2.487 -8.972
```

Properties
LUMO energy ... 2.912 eV
Net charge ... -1
Highest occupied orbital energy ... -6.245 eV
Relative energy (zero: lowest compared OMol25 entry of this formula, charge and spin) ... 142.1 kJ/mol
Calculated total energy ... -23934.11515 eV

=====

(2)
ORCA calculation (ωB97M-V/def2-TZVPD) on 5 unconnected molecules or ions with the total composition C2H14O6 at a distorted geometry.

XYZ file:
```
22
Properties=species:S:1:pos:R:3
O 2.969 0.806 1.616
C 2.516 1.254 0.377
C 1.154 1.921 0.656
O 0.200 0.917 0.937
H 2.314 0.250 2.044
H 3.204 2.053 0.101
H 2.420 0.423 -0.322
H 0.890 2.519 -0.216
H 1.298 2.634 1.467
H 0.112 0.865 1.891
O -3.581 -1.832 2.194
H -4.191 -2.451 1.793
H -3.092 -1.467 1.457
O -1.464 -0.796 -2.451
H -2.229 -1.061 -2.963
H -1.382 0.144 -2.612
O 1.147 -1.442 -1.971
H 1.718 -0.931 -2.544
H 0.260 -1.217 -2.253
O -1.735 -1.062 0.385
H -1.390 -0.989 -0.505
H -1.138 -0.537 0.918
```

Properties
LUMO energy ... 0.063 eV
Net charge ... 0
Highest occupied orbital energy ... -10.178 eV
SMILES ... OCCO.O.O.O.O
Relative energy (zero: lowest compared OMol25 entry of this formula, charge and spin) ... 53.4 kJ/mol
Calculated total energy ... -14585.44802 eV

=====

(3)
ORCA calculation (ωB97M-V/def2-TZVPD) on a single C5H11N3 molecule at a distorted geometry.

XYZ file:
```
19
Properties=species:S:1:pos:R:3
H 0.782 -2.122 0.498
N 1.354 -1.071 0.324
C 0.447 -0.213 -0.024
N -0.873 -0.213 -0.022
C -1.567 -1.091 0.934
C -3.051 -1.083 0.312
N 1.084 0.742 -0.806
C 1.040 2.183 -0.485
C 2.365 1.066 -0.405
H -1.471 0.028 -0.725
H -1.419 -2.110 0.712
H -1.634 -1.140 2.067
H -3.236 -0.156 0.374
H -2.969 -1.363 -0.777
H -3.730 -1.809 0.753
H 0.337 2.528 0.429
H 1.152 3.005 -1.348
H 2.653 0.646 0.782
H 3.170 1.113 -1.219
```

Properties
LUMO energy ... 0.864 eV
Net charge ... 0
Highest occupied orbital energy ... -8.457 eV
SMILES ... [H]/N=C(\NCC)N1CC1
Relative energy (zero: lowest compared OMol25 entry of this formula, charge and spin) ... 579.3 kJ/mol
Calculated total energy ... -9827.90251 eV

=====

(4)
ORCA calculation (ωB97M-V/def2-TZVPD) on a single C5H9NO molecule at a distorted geometry.

XYZ file:
```
16
Properties=species:S:1:pos:R:3
C -0.576 1.681 0.620
C 0.470 0.811 -0.123
C 1.516 0.185 0.698
C 0.748 -0.890 0.012
C -0.683 -1.046 0.066
N -1.487 -1.456 -0.839
O -0.810 -2.104 -1.882
H -0.081 2.656 0.772
H -0.844 1.333 1.626
H -1.511 1.888 0.084
H 0.670 1.195 -1.113
H 2.494 0.301 0.238
H 1.518 0.316 1.775
H 1.302 -1.664 -0.540
H -1.168 -0.704 0.951
H -1.556 -2.502 -2.347
```

Properties
LUMO energy ... 1.070 eV
Net charge ... 0
Highest occupied orbital energy ... -7.960 eV
SMILES ... C[C@H]1C[C@H]1/C=N\O
Relative energy (zero: lowest compared OMol25 entry of this formula, charge and spin) ... 492.2 kJ/mol
Calculated total energy ... -8864.11177 eV

=====

(5)
ORCA calculation (ωB97M-V/def2-TZVPD) on a single C4H8N2OS molecule at a distorted geometry.

XYZ file:
```
16
Properties=species:S:1:pos:R:3
S 3.276 -0.123 0.252
C 1.711 -0.210 -0.434
N 0.997 -1.340 -0.482
N -0.329 -1.273 -0.700
C -1.149 -0.775 0.442
C -0.698 0.718 0.731
C -0.031 1.508 -0.528
O 1.188 1.029 -0.792
H 1.134 -1.874 0.477
H -0.866 -2.029 -1.373
H -2.229 -0.758 0.146
H -0.877 -1.280 1.576
H 0.022 0.976 1.399
H -1.585 1.432 0.934
H -0.832 1.492 -1.505
H 0.268 2.507 -0.144
```

Properties
LUMO energy ... 0.429 eV
Net charge ... 0
Highest occupied orbital energy ... -8.347 eV
SMILES ... S=C1NNCCCO1
Relative energy (zero: lowest compared OMol25 entry of this formula, charge and spin) ... 430.1 kJ/mol
Calculated total energy ... -20136.37660 eV

=====

(6)
ORCA calculation (ωB97M-V/def2-TZVPD) on a single C3H5NO3S molecule at a distorted geometry.

XYZ file:
```
13
Properties=species:S:1:pos:R:3
C -0.859 -0.305 -1.577
C 0.104 -0.393 -0.675
C 1.023 0.422 1.374
N 0.666 1.128 2.503
O 1.330 -1.112 -0.729
O 0.024 0.242 0.526
O -3.184 0.030 -2.774
S -2.500 0.395 -1.523
H -0.779 -0.833 -2.598
H 2.082 -0.078 1.271
H 1.263 -1.803 -1.513
H 1.070 0.682 3.259
H -0.241 1.627 2.454
```

Properties
LUMO energy (spin up / spin down) ... 0.404 / -0.709 eV
Net charge ... 0
Highest occupied orbital energy (spin up / spin down) ... -7.766 / -6.126 eV
Relative energy (zero: lowest compared OMol25 entry of this formula, charge and spin) ... 466.7 kJ/mol
Calculated total energy ... -21655.33981 eV